[1]
Density functional theory data (ωB97M-V/def2-TZVPD) for C11H10Li4N2O3 as an isolated structure in a non-equilibrium geometry.

Structure (XYZ):
```
30
Properties=species:S:1:pos:R:3:mulliken_charge:R:1
O -1.8108 -0.9995 -1.0528 -0.559
O -0.8080 -0.7323 0.8415 -0.937
O -0.4079 0.6377 -0.6499 -0.975
N -0.6961 1.9812 2.5142 -0.482
N 1.4249 -0.6740 -3.1864 -0.291
C -2.5930 2.1701 4.6024 -0.221
C -0.3874 2.0978 3.8165 -0.008
C -1.0194 -0.3761 -0.2917 1.258
C 2.5647 -0.4710 -3.8842 -0.220
C 2.2725 -2.9547 -2.6315 -0.593
C 3.5574 -1.4910 -4.0406 -0.481
C -2.9990 2.0057 3.2164 -0.518
C -1.2169 2.2388 4.8550 -0.465
C 1.2964 -1.8715 -2.5642 0.074
C -2.0478 2.0460 2.2203 -0.171
C 3.4206 -2.7163 -3.4694 -0.220
Li -0.0702 0.6474 -2.5301 0.650
Li -2.9558 -0.5423 -2.6986 -0.210
Li 0.5153 0.7477 1.3013 0.842
Li -2.1937 -2.2550 0.5511 0.796
H 0.4495 -2.0355 -1.9144 0.328
H 2.1325 -3.8199 -2.0005 0.388
H -2.3426 1.9869 1.1830 0.410
H 2.7617 0.5372 -4.2177 0.376
H 4.1835 -3.4804 -3.4492 0.384
H -4.0124 1.8687 2.8691 0.361
H -3.3597 2.1858 5.3629 0.413
H 4.4421 -1.2797 -4.6229 0.360
H -0.7600 2.3088 5.8311 0.357
H 0.6597 2.2398 4.0392 0.354
```

Results
E_LUMO (alpha / beta) = -2.97 / -2.92 eV
Kohn-Sham gap (alpha / beta) = 3.431 / 9.521 eV
Highest occupied orbital energy (alpha / beta) = -6.40 / -12.44 eV
Total charge = +1
DFT total energy = -790.4930 Eh
2S+1 = 2

[2]
Density functional theory data (ωB97M-V/def2-TZVPD) for C29H29N2O3PRuS2 as an isolated structure.

Structure (XYZ):
```
67
Properties=species:S:1:pos:R:3:mulliken_charge:R:1
Ru 0.9385 -1.7353 0.7502 0.085
S -0.8616 -1.1346 3.1421 1.386
S 2.2428 -3.3657 -0.3083 -0.389
P 0.5179 0.6638 0.5700 1.242
O -1.6279 -1.5487 4.2559 -0.590
O -1.6841 -1.1135 1.8113 0.150
O 0.3445 -1.9499 2.8323 -0.787
N 3.1544 -3.4730 -2.7644 -0.172
N 3.2073 -1.3656 -1.8649 0.276
C 2.9093 -2.6475 -1.7629 0.575
C 0.4419 3.1489 3.7939 -0.804
C 3.0791 3.0189 -1.5662 -0.676
C 4.3941 1.7470 0.0004 -0.651
C 1.9977 1.4882 -0.0529 0.814
C -0.8832 1.1679 -0.4377 0.830
C -2.5557 -2.3282 1.5335 -1.239
C 0.6370 2.5893 2.5330 -0.045
C -0.5622 1.1010 4.5405 -0.490
C -2.8908 2.4464 -0.7884 -0.796
C -4.9956 -2.4894 1.9484 -0.558
C -2.0753 0.9881 -2.5228 -0.704
C -0.1548 2.4082 4.7937 -0.771
C -1.8294 2.0775 0.0276 -0.273
C 0.2402 1.2890 2.2514 -0.571
C 4.3124 2.6797 -1.0300 -0.699
C -6.5646 -1.1413 0.7278 -0.522
C 3.2417 1.1515 0.4878 -0.691
C 3.8519 -3.0877 -4.0015 -0.599
C -5.5150 -0.5208 0.0590 -0.545
C 3.8209 -0.7867 -3.0689 -0.386
C -4.2090 -0.8918 0.3224 0.445
C -6.3064 -2.1251 1.6686 -0.671
C -0.3645 0.5524 3.2854 0.617
C 4.6791 -1.8411 -3.7441 -0.729
C -1.0148 0.6176 -1.7140 -0.528
C -3.9487 -1.8769 1.2709 0.640
C 1.9196 2.4261 -1.0805 -0.622
C -3.0117 1.9057 -2.0596 -0.637
H -4.7937 -3.2448 2.6976 0.366
H -1.0348 0.5165 5.3174 0.596
H 5.0633 -1.4573 -4.6874 0.380
H 5.3532 1.4964 0.4334 0.464
H 2.8622 -4.4312 -2.6452 0.236
H 5.2119 3.1500 -1.4046 0.449
H -2.1745 0.5629 -3.5122 0.449
H -7.5858 -0.8564 0.5142 0.405
H 3.0130 3.7557 -2.3552 0.477
H -0.2886 -0.0997 -2.0851 0.376
H -7.1196 -2.6062 2.1941 0.410
H 4.4091 0.0695 -2.7439 0.332
H 3.3210 0.4485 1.3128 0.366
H 3.1038 -0.7751 -1.0519 -0.126
H 1.1088 3.1852 1.7615 0.531
H -2.0836 -2.8011 0.6729 0.302
H 4.4794 -3.9275 -4.2931 0.385
H -5.7205 0.2472 -0.6752 0.427
H 3.0358 -0.4243 -3.7358 0.238
H 0.7590 4.1654 3.9819 0.463
H -0.3088 2.8342 5.7752 0.443
H 3.1119 -2.9260 -4.7870 0.308
H -1.7503 2.5045 1.0187 0.424
H -3.8390 2.1957 -2.6936 0.451
H -2.4890 -2.9843 2.3989 0.578
H -3.6223 3.1556 -0.4260 0.459
H -3.3928 -0.4159 -0.2079 0.093
H 5.5348 -2.0832 -3.1120 0.332
H 0.9613 2.7012 -1.5016 0.476
```

Results
E_LUMO (alpha / beta) = -5.42 / -7.69 eV
Relative energy (zero: lowest compared OMol25 entry of this formula, charge and spin) = 6.2 kcal/mol
Kohn-Sham gap (alpha / beta) = 8.395 / 6.128 eV
Highest occupied orbital energy (alpha / beta) = -13.82 / -13.82 eV
Total charge = +2
DFT total energy = -2689.7930 Eh
2S+1 = 5

[3]
Density functional theory data (ωB97M-V/def2-TZVPD) for a 3-piece molecular cluster, C3H12N2O2 overall in a non-equilibrium geometry.

Structure (XYZ):
```
19
Properties=species:S:1:pos:R:3:mulliken_charge:R:1
O -2.4193 -0.7320 2.3730 -0.651
O -0.0579 4.0654 2.6279 -0.638
N -1.4465 0.4436 -1.9162 -0.599
N 0.1231 -0.6052 -0.4704 -0.285
C 1.9240 -2.1820 -1.0494 -1.103
C 1.2373 -0.8723 -1.3749 -0.393
C -0.7341 0.4610 -0.8670 -0.154
H 1.2330 -3.0140 -1.0282 0.352
H 2.0115 -0.1085 -1.1887 0.238
H 2.7188 -2.3918 -1.7660 0.334
H -0.4231 -1.4632 -0.4368 0.279
H -0.7599 1.2773 -0.1369 0.398
H -1.7599 -0.2834 1.8226 0.322
H -3.2704 -0.4093 2.0613 0.324
H -0.7793 3.4440 2.7738 0.316
H -1.6225 1.3923 -2.2242 0.253
H 1.0401 -0.7108 -2.4363 0.395
H 2.4099 -2.1306 -0.0757 0.291
H 0.5751 3.8194 3.3121 0.322
```

Results
E_LUMO = 0.50 eV
SMILES = [H]/N=C/NCC.O.O
Relative energy (zero: lowest compared OMol25 entry of this formula, charge and spin) = 45.8 kcal/mol
Kohn-Sham gap = 10.171 eV
Highest occupied orbital energy = -9.67 eV
DFT total energy = -381.4420 Eh
2S+1 = 1